w.
A cluster of 2 separate species, C9H11O3 in total. Source: the Open Molecules 2025 dataset; level of theory: wB97M-V/def2-TZVPD.

Calculated values
Orbital gap (eV): 7.2

```
! RIJCOSX wB97M-V def2-TZVPD def2/J DEFGRID3
* xyz -1 1
C 2.55 2.38 0.57
C 1.37 3.21 0.16
O 1.45 4.43 0.16
O 0.17 2.65 -0.03
H 3.43 2.81 0.10
H 2.49 1.36 0.14
H 2.67 2.46 1.64
C -0.91 -4.10 -1.66
C -0.54 -0.37 0.65
C -0.99 -0.41 -0.71
C -0.72 -1.65 1.28
C -1.02 -1.60 -1.44
C -0.93 -2.82 0.55
C -0.82 -2.84 -0.85
O -0.17 0.64 1.34
H 0.10 1.77 0.62
H -1.19 0.46 -1.35
H -1.05 -1.70 2.32
H -1.21 -1.42 -2.49
H -1.21 -3.70 1.12
H -1.91 -4.50 -1.45
H -0.15 -4.86 -1.47
H -0.80 -4.08 -2.75
*
```

***

x.
A cluster of 2 separate species, C9H11O3 in total. Source: the Open Molecules 2025 dataset; level of theory: wB97M-V/def2-TZVPD.

Calculated values
Orbital gap (eV): 7.2

```
! RIJCOSX wB97M-V def2-TZVPD def2/J DEFGRID3
* xyz -1 1
C 0.85 -0.30 3.92
C -0.60 0.03 3.60
O -0.93 0.15 2.35
O -1.41 0.12 4.52
H 0.81 -1.20 4.53
H 1.22 0.48 4.59
H 1.47 -0.37 3.03
C -0.29 -0.98 -4.45
C -0.80 0.35 -0.94
C -1.09 0.07 -2.27
C 0.54 0.32 -0.49
C -0.07 -0.23 -3.17
C 1.56 0.43 -1.48
C 1.23 0.15 -2.79
O 0.88 0.09 0.75
H -1.60 0.70 -0.30
H -2.13 -0.02 -2.59
H -0.06 0.32 1.68
H 2.53 0.66 -1.05
H -1.15 -1.64 -4.45
H 0.54 -1.66 -4.70
H 1.99 0.14 -3.56
H -0.45 -0.28 -5.28
*
```

***

Most stable: x

***

w.
A structure of composition C9H11O3. Source: the Open Molecules 2025 dataset; level of theory: wB97M-V/def2-TZVPD.

Calculated values
Orbital gap (eV): 7.4

```
! RIJCOSX wB97M-V def2-TZVPD def2/J DEFGRID3
* xyz -1 1
C 0.93 -3.03 1.54
C 1.68 -3.09 0.31
O 1.89 -1.98 -0.41
O 1.77 -4.18 -0.26
H 0.31 -2.13 1.57
H 1.58 -2.63 2.52
H 0.48 -3.96 1.86
C -2.77 3.30 -1.58
C -1.00 0.24 0.02
C -1.97 1.07 -0.58
C 0.24 0.81 0.40
C -1.85 2.47 -0.68
C 0.38 2.24 0.32
C -0.61 3.00 -0.16
O 1.08 -0.01 0.91
H -1.08 -0.85 0.17
H -2.96 0.57 -0.88
H 1.34 -1.06 0.22
H 1.33 2.72 0.72
H -2.23 3.21 -2.54
H -2.78 4.44 -1.28
H -0.46 4.15 -0.17
H -3.71 2.96 -1.70
*
```

***

x.
A cluster of 2 separate species, C9H11O3 in total. Source: the Open Molecules 2025 dataset; level of theory: wB97M-V/def2-TZVPD.

Calculated values
Orbital gap (eV): 7.0

```
! RIJCOSX wB97M-V def2-TZVPD def2/J DEFGRID3
* xyz -1 1
C -2.90 -0.85 -1.64
C -2.17 -2.03 -2.20
O -2.28 -2.38 -3.35
O -1.43 -2.73 -1.35
H -3.92 -1.13 -1.41
H -3.02 -0.07 -2.39
H -2.48 -0.50 -0.71
C 3.03 2.19 0.62
C -0.43 -0.47 1.06
C 0.79 -0.91 0.47
C -0.34 0.78 1.75
C 1.84 -0.02 0.25
C 0.72 1.65 1.49
C 1.81 1.30 0.69
O -1.53 -1.11 0.99
H -1.10 -2.29 -0.54
H 1.00 -1.94 0.22
H -1.08 1.00 2.51
H 2.77 -0.36 -0.20
H 0.59 2.65 1.90
H 3.39 2.37 1.64
H 2.87 3.13 0.09
H 3.86 1.69 0.11
*
```

***

Most stable: x

***

w.
A cluster of 2 separate species, C6H16NO in total. Source: the Open Molecules 2025 dataset; level of theory: wB97M-V/def2-TZVPD.

Calculated values
Orbital gap (eV): 9.1

```
! RIJCOSX wB97M-V def2-TZVPD def2/J DEFGRID3
* xyz 1 1
C 0.64 0.99 1.49
C -0.33 -0.14 1.23
C -0.20 -0.82 -0.13
C -0.26 -2.37 -0.11
C -1.05 -2.97 -1.25
C -2.38 -2.93 -1.31
N 0.51 2.13 0.46
H 0.32 1.47 2.41
H 1.68 0.69 1.46
H -1.36 0.20 1.38
H -0.16 -0.84 2.05
H 0.77 -0.54 -0.53
H -0.90 -0.45 -0.88
H 0.73 -2.81 -0.01
H -0.76 -2.66 0.82
H -0.49 -3.56 -1.96
H -2.90 -3.47 -2.10
H -2.97 -2.44 -0.54
H 1.14 1.96 -0.31
H 0.73 2.99 0.95
H -0.46 2.27 0.16
H 2.88 4.68 -0.07
H 2.30 4.43 -1.40
O 2.23 4.09 -0.49
*
```

***

x.
The ion C6H16NO with charge +1. Source: the Open Molecules 2025 dataset; level of theory: wB97M-V/def2-TZVPD.

Calculated values
Structure (SMILES): CC(C)C[C@H]([NH3+])CO
Orbital gap (eV): 11.2

```
! RIJCOSX wB97M-V def2-TZVPD def2/J DEFGRID3
* xyz 1 1
C -0.38 -2.55 0.73
C 0.04 -1.18 1.37
C -0.35 -1.23 2.96
C -0.39 0.15 0.69
C -0.06 0.42 -0.70
N 1.49 0.74 -0.89
C -0.66 1.65 -1.48
O 0.13 1.94 -2.57
H 0.19 -3.33 1.30
H -1.48 -2.84 1.13
H -0.35 -2.63 -0.32
H 1.07 -1.25 1.46
H -1.43 -1.09 3.09
H 0.12 -2.19 3.35
H 0.20 -0.35 3.35
H -1.57 0.11 0.71
H -0.05 1.11 1.30
H -0.07 -0.62 -1.32
H 2.18 0.04 -0.51
H 1.60 0.89 -1.92
H 1.55 1.70 -0.60
H -0.48 2.41 -0.70
H -1.74 1.70 -1.62
H -0.36 2.11 -3.39
*
```

***

Most stable: w

***

w.
A cluster of 2 separate species, C2H7NO2 in total. Source: the Open Molecules 2025 dataset; level of theory: wB97M-V/def2-TZVPD.

Calculated values
Structure (SMILES): CC(N)=O.O
Orbital gap (eV): 10.6

```
! RIJCOSX wB97M-V def2-TZVPD def2/J DEFGRID3
* xyz 0 1
C -1.67 1.51 -1.42
C -0.82 0.30 -1.83
N -1.53 -0.89 -1.91
O 0.40 0.45 -1.82
H -1.39 2.46 -1.85
H -2.80 1.32 -1.57
H -1.50 1.47 -0.33
H -2.57 -0.89 -2.00
H -0.88 -1.70 -1.64
O 4.11 -1.47 5.12
H 4.89 -0.90 4.94
H 3.75 -1.66 4.32
*
```

***

x.
A cluster of 2 separate species, C2H7NO2 in total. Source: the Open Molecules 2025 dataset; level of theory: wB97M-V/def2-TZVPD.

Calculated values
Structure (SMILES): CC(N)=O.O
Orbital gap (eV): 11.0

```
! RIJCOSX wB97M-V def2-TZVPD def2/J DEFGRID3
* xyz 0 1
C 1.68 -0.75 0.43
C 0.31 -0.07 0.46
N 0.03 1.32 0.47
O -0.66 -0.76 0.42
H 2.20 -0.69 -0.46
H 1.43 -1.85 0.74
H 2.32 -0.53 1.25
H 0.90 1.80 0.33
H -0.80 1.75 -0.05
O -2.85 -0.29 -1.16
H -2.62 0.31 -1.87
H -1.96 -0.25 -0.58
*
```

***

Most stable: w

***

w.
A cluster of 2 separate species, CH6OS2 in total. Source: the Open Molecules 2025 dataset; level of theory: wB97M-V/def2-TZVPD.

Calculated values
Structure (SMILES): CO.SS
Orbital gap (eV): 10.1

```
! RIJCOSX wB97M-V def2-TZVPD def2/J DEFGRID3
* xyz 0 1
C 2.34 -3.70 0.67
O 2.47 -4.31 -0.61
H 2.09 -2.65 0.53
H 1.55 -4.19 1.24
H 3.28 -3.74 1.24
H 2.80 -5.20 -0.47
S -4.27 6.37 0.18
S -2.70 6.30 -1.14
H -4.18 5.11 0.63
H -3.37 6.01 -2.26
*
```

***

x.
A cluster of 2 separate species, CH6OS2 in total. Source: the Open Molecules 2025 dataset; level of theory: wB97M-V/def2-TZVPD.

Calculated values
Structure (SMILES): CSS.O
Orbital gap (eV): 9.4

```
! RIJCOSX wB97M-V def2-TZVPD def2/J DEFGRID3
* xyz 0 1
C 0.00 0.00 0.00
S 1.63 -0.65 -0.42
S 1.12 -2.08 -1.80
H -0.75 -0.81 0.02
H -0.34 0.78 -0.70
H 0.07 0.44 1.01
H 0.48 -3.04 -1.10
O -0.38 -2.38 -5.65
H -0.39 -2.46 -4.67
H -1.07 -1.71 -5.85
*
```

***

Most stable: x

***

w.
A cluster of 2 separate species, C2H9NS2 in total. Source: the Open Molecules 2025 dataset; level of theory: wB97M-V/def2-TZVPD.

Calculated values
Structure (SMILES): CCN.SS
Orbital gap (eV): 8.9

```
! RIJCOSX wB97M-V def2-TZVPD def2/J DEFGRID3
* xyz 0 1
C -0.53 -0.89 1.64
C 0.68 -1.59 2.36
N 0.67 -1.27 3.82
H -0.23 -0.09 0.97
H -0.93 -1.75 1.10
H -1.24 -0.40 2.30
H 0.61 -2.68 2.33
H 1.63 -1.25 2.00
H -0.21 -1.19 4.30
H 1.43 -0.64 4.06
S -1.01 3.38 -5.30
S -0.16 1.81 -6.32
H -1.49 4.24 -6.17
H 0.78 2.31 -7.08
*
```

***

x.
A cluster of 2 separate species, C2H9NS2 in total. Source: the Open Molecules 2025 dataset; level of theory: wB97M-V/def2-TZVPD.

Calculated values
Structure (SMILES): CSS.CN
Orbital gap (eV): 9.5

```
! RIJCOSX wB97M-V def2-TZVPD def2/J DEFGRID3
* xyz 0 1
C 5.67 -1.69 -1.33
S 5.00 -2.93 -0.20
S 2.98 -2.79 -0.49
H 4.86 -1.11 -1.77
H 6.15 -2.07 -2.23
H 6.38 -1.07 -0.80
H 2.77 -3.33 -1.70
C -5.17 1.71 1.39
N -4.19 2.82 1.30
H -6.19 1.97 1.13
H -5.09 1.21 2.35
H -4.86 0.95 0.66
H -3.61 2.65 0.50
H -4.71 3.68 1.20
*
```

***

Most stable: x

***

w.
A cluster of 2 separate species, C2H9NS2 in total. Source: the Open Molecules 2025 dataset; level of theory: wB97M-V/def2-TZVPD.

Calculated values
Structure (SMILES): CNC.SS
Orbital gap (eV): 8.7

```
! RIJCOSX wB97M-V def2-TZVPD def2/J DEFGRID3
* xyz 0 1
C -2.26 0.52 0.51
N -2.38 -0.83 1.02
C -1.43 -1.82 0.52
H -1.51 1.15 1.00
H -3.22 1.03 0.65
H -2.04 0.53 -0.57
H -2.41 -0.80 2.03
H -1.04 -1.47 -0.43
H -0.59 -1.99 1.19
H -1.93 -2.78 0.35
S 1.50 0.03 -1.43
S 1.68 0.84 0.48
H 0.17 0.11 -1.49
H 1.59 2.12 0.10
*
```

***

x.
A cluster of 2 separate species, C2H9NS2 in total. Source: the Open Molecules 2025 dataset; level of theory: wB97M-V/def2-TZVPD.

Calculated values
Structure (SMILES): CCN.SS
Orbital gap (eV): 8.9

```
! RIJCOSX wB97M-V def2-TZVPD def2/J DEFGRID3
* xyz 0 1
C -1.75 -1.08 0.82
C -1.02 -1.24 2.12
N -1.83 -1.65 3.29
H -2.77 -1.45 1.00
H -2.11 -0.13 0.43
H -1.31 -1.68 0.02
H -0.23 -2.10 1.92
H -0.26 -0.48 2.33
H -2.84 -1.74 3.15
H -1.74 -1.00 4.05
S 5.13 3.02 -4.43
S 3.51 4.28 -5.16
H 4.55 1.85 -4.77
H 2.68 3.39 -4.77
*
```

***

Most stable: w

***

w.
A cluster of 11 separate species, C33H50O33 in total. Source: the Open Molecules 2025 dataset; level of theory: wB97M-V/def2-TZVPD.

Calculated values
Structure (SMILES): COC(=O)OC.COC(=O)OC.COC(=O)OC.O=C1OCCO1.O=C1OCCO1.O=C1OCCO1.O=C1OCCO1.O=C1OCCO1.O=C1OCCO1.O=C1OCCO1.O=C1OCCO1
Orbital gap (eV): 10.3

```
! RIJCOSX wB97M-V def2-TZVPD def2/J DEFGRID3
* xyz 0 1
C 0.21 8.13 4.88
O -1.01 7.58 4.81
C -1.22 6.33 5.25
O -0.39 5.60 5.80
O -2.58 6.16 5.17
C -3.16 5.03 5.87
H 0.42 8.33 5.93
H 0.37 9.00 4.25
H 1.02 7.48 4.54
H -3.07 5.16 6.95
H -2.78 4.01 5.71
H -4.22 4.89 5.66
C 7.05 -3.35 2.48
O 8.38 -3.70 2.87
C 8.90 -4.78 2.35
O 8.60 -5.27 1.28
O 10.12 -5.04 2.96
C 10.82 -6.12 2.52
H 6.68 -2.47 3.01
H 6.39 -4.22 2.56
H 6.99 -3.23 1.40
H 10.40 -7.04 2.93
H 11.88 -5.99 2.71
H 10.77 -6.08 1.43
C 1.42 -13.14 -4.48
O 1.81 -12.22 -3.45
C 1.47 -12.40 -2.15
O 0.68 -13.21 -1.62
O 2.05 -11.42 -1.48
C 2.13 -11.38 -0.08
H 0.36 -13.05 -4.74
H 1.30 -14.17 -4.14
H 1.94 -13.00 -5.43
H 2.15 -12.41 0.26
H 1.33 -10.82 0.40
H 3.07 -10.92 0.24
O 0.45 -3.94 0.02
C 0.45 -2.70 -0.08
O 0.25 -1.89 0.98
C 0.11 -0.51 0.62
C 0.36 -0.55 -0.87
O 0.37 -1.98 -1.16
H -0.84 -0.10 0.95
H 0.87 0.05 1.18
H 1.42 -0.40 -1.06
H -0.29 0.02 -1.53
O -3.31 2.62 -7.42
C -4.47 2.73 -7.87
O -4.77 2.20 -9.09
C -6.10 2.31 -9.34
C -6.59 3.39 -8.30
O -5.55 3.46 -7.38
H -6.24 2.65 -10.37
H -6.58 1.38 -9.03
H -7.43 2.94 -7.77
H -6.83 4.28 -8.88
O -5.55 -3.01 3.15
C -5.63 -4.23 2.93
O -4.57 -5.14 3.19
C -5.05 -6.47 3.15
C -6.28 -6.32 2.32
O -6.75 -4.97 2.58
H -4.39 -7.18 2.66
H -5.15 -6.87 4.16
H -6.98 -7.11 2.60
H -6.07 -6.45 1.26
O -2.43 -2.73 8.74
C -1.49 -1.95 8.89
O -1.47 -0.83 9.65
C -0.14 -0.23 9.57
C 0.43 -0.98 8.39
O -0.22 -2.24 8.49
H -0.35 0.78 9.23
H 0.52 -0.37 10.43
H 1.52 -1.03 8.47
H 0.28 -0.45 7.45
O 4.80 4.83 0.41
C 5.67 5.11 1.29
O 6.05 4.26 2.33
C 7.02 4.80 3.13
C 7.47 6.05 2.39
O 6.42 6.18 1.41
H 6.73 5.06 4.15
H 7.86 4.12 3.23
H 8.50 5.97 2.04
H 7.35 6.83 3.13
O -4.24 9.13 -0.70
C -3.36 8.82 -1.49
O -2.49 7.88 -1.30
C -1.91 7.43 -2.51
C -2.31 8.54 -3.48
O -3.24 9.29 -2.80
H -0.82 7.37 -2.47
H -2.22 6.48 -2.93
H -2.73 8.06 -4.36
H -1.39 9.12 -3.55
O 4.14 0.34 -6.80
C 3.85 1.30 -7.52
O 3.77 2.65 -7.14
C 3.52 3.46 -8.31
C 3.12 2.39 -9.30
O 3.59 1.18 -8.71
H 2.63 4.06 -8.12
H 4.33 4.10 -8.63
H 3.70 2.55 -10.20
H 2.04 2.43 -9.44
O -6.69 -0.45 -2.25
C -6.98 0.64 -1.75
O -8.25 1.17 -1.74
C -8.23 2.37 -0.93
C -6.78 2.65 -0.78
O -6.14 1.44 -1.22
H -8.60 3.24 -1.47
H -8.95 2.34 -0.12
H -6.60 2.77 0.29
H -6.46 3.56 -1.29
*
```

***

x.
A cluster of 11 separate species, C33H50O33 in total. Source: the Open Molecules 2025 dataset; level of theory: wB97M-V/def2-TZVPD.

Calculated values
Structure (SMILES): COC(=O)OC.COC(=O)OC.COC(=O)OC.O=C1OCCO1.O=C1OCCO1.O=C1OCCO1.O=C1OCCO1.O=C1OCCO1.O=C1OCCO1.O=C1OCCO1.O=C1OCCO1
Orbital gap (eV): 10.9

```
! RIJCOSX wB97M-V def2-TZVPD def2/J DEFGRID3
* xyz 0 1
C -4.13 -2.92 -0.86
O -4.97 -3.72 -1.68
C -4.91 -5.03 -1.58
O -4.32 -5.67 -0.73
O -5.74 -5.55 -2.46
C -5.83 -6.95 -2.49
H -3.47 -2.34 -1.51
H -3.59 -3.53 -0.15
H -4.74 -2.18 -0.35
H -6.08 -7.35 -1.50
H -4.87 -7.36 -2.79
H -6.66 -7.22 -3.12
C 3.69 0.69 -3.05
O 4.87 1.19 -2.42
C 6.04 0.91 -3.01
O 6.15 0.36 -4.06
O 6.98 1.38 -2.23
C 8.36 1.19 -2.58
H 3.79 -0.35 -3.35
H 3.38 1.31 -3.89
H 2.92 0.73 -2.28
H 8.61 0.16 -2.84
H 8.92 1.62 -1.77
H 8.54 1.76 -3.50
C 0.21 0.38 2.52
O 0.65 -0.02 1.22
C -0.29 -0.13 0.29
O -1.47 -0.01 0.42
O 0.30 -0.40 -0.88
C -0.50 -0.29 -2.04
H 1.06 0.88 2.98
H -0.09 -0.47 3.11
H -0.58 1.13 2.52
H 0.02 -0.85 -2.81
H -0.53 0.74 -2.41
H -1.51 -0.67 -1.96
O -6.22 -0.25 4.25
C -5.43 0.31 3.59
O -5.37 1.65 3.47
C -4.20 2.06 2.80
C -3.66 0.69 2.25
O -4.46 -0.29 2.88
H -4.38 2.69 1.93
H -3.42 2.49 3.43
H -2.62 0.52 2.52
H -3.73 0.69 1.17
O 1.04 3.71 -4.29
C -0.04 4.03 -3.97
O -0.71 5.10 -4.45
C -2.04 5.15 -3.89
C -1.91 4.20 -2.72
O -0.76 3.41 -3.00
H -2.20 6.21 -3.70
H -2.88 4.87 -4.53
H -2.79 3.56 -2.63
H -1.78 4.67 -1.74
O 0.59 -3.81 2.17
C 1.23 -3.47 1.26
O 1.07 -3.92 -0.01
C 1.89 -3.18 -0.91
C 2.82 -2.37 0.00
O 2.26 -2.61 1.31
H 2.40 -3.80 -1.65
H 1.22 -2.58 -1.54
H 2.80 -1.30 -0.20
H 3.85 -2.72 -0.07
O -1.22 -3.11 -2.94
C -1.06 -4.24 -2.58
O -0.09 -5.05 -3.08
C -0.33 -6.35 -2.55
C -1.05 -6.07 -1.22
O -1.67 -4.80 -1.53
H -0.98 -6.93 -3.21
H 0.59 -6.91 -2.39
H -0.39 -6.09 -0.36
H -1.85 -6.77 -1.03
O 1.10 3.37 4.42
C 2.13 3.93 4.47
O 3.33 3.41 4.15
C 4.36 4.35 4.49
C 3.64 5.26 5.48
O 2.28 5.17 5.01
H 5.15 3.80 5.01
H 4.82 4.83 3.63
H 3.96 6.30 5.37
H 3.70 4.95 6.52
O -4.87 1.94 -4.35
C -3.90 1.55 -4.83
O -3.74 0.34 -5.37
C -2.34 0.17 -5.67
C -1.88 1.61 -5.88
O -2.81 2.33 -5.06
H -1.82 -0.33 -4.84
H -2.21 -0.52 -6.51
H -1.79 1.84 -6.94
H -0.91 1.73 -5.41
O 5.69 2.89 0.19
C 5.48 1.93 0.85
O 5.80 0.64 0.62
C 5.59 -0.14 1.79
C 4.73 0.79 2.71
O 4.83 2.06 2.05
H 5.01 -1.04 1.58
H 6.52 -0.47 2.25
H 5.06 0.81 3.74
H 3.68 0.50 2.61
O -4.94 1.93 7.83
C -3.91 1.75 7.28
O -3.40 2.50 6.26
C -2.18 1.95 5.82
C -1.78 0.93 6.90
O -3.01 0.79 7.65
H -2.21 1.46 4.84
H -1.40 2.71 5.72
H -0.97 1.29 7.52
H -1.53 -0.06 6.54
*
```

***

Most stable: x